Density functional theory data (ωB97M-V with the def2-TZVPD basis set) for C30H38Cl6CsN2O6SSb as an isolated structure at a distorted geometry.

- net charge = -2
- maximum force (Eh/bohr) = 0.0621
- energy (Ha) = -5146.59499

Last column: Mulliken charge in e.
Element x y z (Å)
Cs (-0.1646, -1.1934, -0.8922)  1.922
Cl (1.6421, -1.6307, -3.3986)  -0.082
C (1.0695, 0.0805, -3.7372)  0.927
C (1.4228, 1.0845, -2.8808)  -0.541
C (1.0605, 2.3347, -3.2655)  0.510
Cl (1.5755, 3.7435, -2.2297)  -0.257
C (0.3424, 2.6366, -4.4140)  -0.506
Cl (-0.1109, 4.2472, -4.8554)  -0.243
C (-0.0105, 1.5692, -5.2458)  0.505
Cl (-0.9125, 1.8673, -6.6947)  -0.197
C (0.3666, 0.2636, -4.9175)  -0.717
Cl (-0.0430, -1.0383, -5.9775)  -0.205
C (1.5347, -3.4241, 4.1824)  -0.878
O (0.6955, -2.9603, 3.1664)  -0.176
C (0.5828, -3.8593, 2.0764)  -0.104
C (1.8942, -3.9841, 1.2975)  0.282
O (1.7210, -4.2507, -0.0784)  -0.295
C (0.9773, -5.4329, -0.3018)  -0.638
H (1.2284, -4.4200, 4.5359)  0.355
H (1.4652, -2.7195, 5.0109)  0.226
H (2.5860, -3.4835, 3.8696)  0.310
H (-0.1930, -3.4814, 1.4108)  -0.124
H (0.2184, -4.8236, 2.4603)  0.376
H (2.5507, -4.7614, 1.7292)  0.376
H (2.4050, -3.0220, 1.3581)  -0.327
H (1.3723, -6.2609, 0.3061)  0.328
H (1.0888, -5.6877, -1.3559)  0.223
H (-0.0873, -5.2788, -0.0993)  0.267
C (-5.1847, 1.3408, -5.0408)  -1.666
C (-4.6621, 1.0563, -3.6595)  0.905
C (-3.3077, 0.8577, -3.4378)  -0.053
C (-2.8095, 0.5847, -2.1707)  0.729
C (-3.6806, 0.5146, -1.1005)  -0.390
C (-5.0440, 0.7164, -1.3029)  -0.875
C (-5.5298, 0.9840, -2.5715)  -0.631
S (-3.1943, 0.1172, 0.5789)  0.899
O (-1.7195, 0.1438, 0.4344)  -0.074
O (-3.6816, 1.1843, 1.4291)  -0.777
N (-3.7654, -1.2494, 0.9362)  -0.678
C (-3.8816, -2.3725, 0.0139)  -0.265
C (-2.5880, -2.9788, -0.6176)  0.042
O (-2.1635, -2.4134, -1.6612)  -0.741
O (-1.9735, -3.8901, -0.0276)  -0.731
H (-4.3711, 1.4051, -5.7636)  0.264
H (-5.7375, 2.2827, -5.0748)  0.355
H (-5.8634, 0.5525, -5.3757)  0.337
H (-2.6203, 0.9161, -4.2744)  0.023
H (-1.7377, 0.4531, -2.0315)  -0.330
H (-5.7070, 0.6602, -0.4495)  0.380
H (-6.5936, 1.1412, -2.7176)  0.339
H (-4.5510, -2.0999, -0.8154)  0.261
H (-4.3632, -3.1705, 0.5858)  0.321
Cl (6.5614, 0.1807, 2.9369)  -0.288
C (5.3801, 0.0346, 1.6669)  0.088
C (5.5730, 0.6662, 0.4482)  -0.269
C (4.5853, 0.5142, -0.5124)  -0.836
C (3.4690, -0.2537, -0.2100)  -0.213
N (3.2986, -0.8572, 0.9608)  0.176
C (4.2375, -0.7153, 1.8858)  -0.314
H (6.4558, 1.2646, 0.2731)  0.413
H (4.6400, 0.9983, -1.4771)  0.486
H (2.6727, -0.3135, -0.9395)  0.355
H (4.0826, -1.2020, 2.8431)  0.448
C (-1.1857, 3.3834, 2.8419)  -1.146
C (-0.7598, 3.1242, 1.4119)  -0.718
Sb (0.7821, 1.6761, 1.0335)  -0.666
C (2.5481, 2.8526, 1.5925)  -0.370
C (2.3199, 4.3235, 1.8985)  -1.296
C (0.5747, 0.5371, 2.8610)  0.103
C (1.2982, 1.0334, 4.0963)  -1.263
H (-2.0210, 4.0891, 2.8840)  0.387
H (-0.3769, 3.7897, 3.4564)  0.181
H (-1.5306, 2.4652, 3.3177)  0.228
H (-0.4288, 4.0460, 0.9208)  0.583
H (-1.6117, 2.7531, 0.8453)  0.324
H (3.2088, 2.7609, 0.7281)  0.287
H (3.0538, 2.3664, 2.4289)  0.228
H (1.8114, 4.8233, 1.0711)  0.227
H (3.2566, 4.8644, 2.0759)  0.379
H (1.6886, 4.4594, 2.7790)  0.265
H (0.8903, -0.4789, 2.6221)  -0.029
H (-0.5013, 0.4769, 3.0244)  0.430
H (2.3842, 0.9685, 3.9902)  0.240
H (1.0290, 0.4408, 4.9777)  0.376
H (1.0665, 2.0769, 4.3218)  0.241



Density functional theory data (ωB97M-V with the def2-TZVPD basis set) for C30H38N8O3RuS2 as an isolated structure.

- net charge = +2
- maximum force (Eh/bohr) = 0.0084
- energy (Ha) = -2720.47976

Last column: Mulliken charge in e.
Element x y z (Å)
Ru (-0.8775, -0.1561, -0.5840)  0.053
C (-4.4825, -3.2468, 2.5547)  -0.845
C (-4.4504, -1.7272, 2.5703)  -0.914
N (-3.1288, -1.1914, 2.9501)  0.163
C (-2.8138, -1.1661, 4.4006)  -0.600
C (-1.8440, -2.2607, 4.8117)  -0.891
C (-2.2425, -0.7792, 2.0735)  0.556
S (-2.6286, -1.1024, 0.3603)  -0.283
N (-1.1220, -0.2236, 2.5565)  -0.015
C (0.0297, -0.0322, 2.0014)  -0.389
O (0.3746, -0.4520, 0.7758)  0.061
C (1.1066, 0.6212, 2.7432)  0.737
C (2.4181, 0.5952, 2.2554)  -0.121
C (3.4266, 1.2185, 2.9673)  -0.811
C (3.1318, 1.8807, 4.1530)  -0.483
C (1.8300, 1.9120, 4.6390)  -0.828
C (0.8192, 1.2760, 3.9440)  -0.493
H (-5.4608, -3.5847, 2.2161)  0.400
H (-4.3125, -3.6599, 3.5475)  0.313
H (-3.7294, -3.6482, 1.8752)  0.210
H (-5.1595, -1.3263, 3.2934)  0.453
H (-4.7334, -1.3121, 1.6042)  0.526
H (-3.7682, -1.2755, 4.9105)  0.421
H (-2.4135, -0.1815, 4.6317)  0.301
H (-2.2323, -3.2512, 4.5794)  0.292
H (-1.6858, -2.2076, 5.8883)  0.386
H (-0.8774, -2.1351, 4.3256)  0.190
H (2.6472, 0.0675, 1.3392)  0.391
H (4.4449, 1.1830, 2.6047)  0.495
H (3.9220, 2.3705, 4.7066)  0.453
H (1.6086, 2.4286, 5.5627)  0.465
H (-0.1967, 1.2928, 4.3121)  0.473
C (4.1893, 5.3867, 0.4116)  -1.457
C (2.8999, 4.6784, 0.1231)  0.824
C (1.6735, 5.3120, 0.3219)  -0.939
C (0.4800, 4.6662, 0.0542)  -0.870
C (0.5209, 3.3523, -0.4005)  0.080
C (1.7290, 2.6938, -0.6122)  0.273
C (2.9077, 3.3647, -0.3529)  -0.892
S (-1.0022, 2.5823, -0.7452)  1.310
O (-1.4067, 1.6842, 0.3823)  -0.552
O (-1.9507, 3.5389, -1.1831)  -0.633
N (-0.7094, 1.3352, -1.7651)  0.232
C (-0.6579, 1.4349, -3.1864)  0.440
C (-0.0221, 2.5000, -3.8033)  -0.560
C (-0.0612, 2.5394, -5.1886)  -0.658
C (-0.6965, 1.5214, -5.8823)  -0.606
C (-1.2769, 0.4927, -5.1571)  -0.465
N (-1.2695, 0.4528, -3.8239)  -0.182
H (4.0393, 6.4578, 0.5281)  0.404
H (4.9132, 5.2224, -0.3861)  0.377
H (4.6289, 5.0069, 1.3361)  0.292
H (1.6519, 6.3348, 0.6747)  0.420
H (-0.4661, 5.1747, 0.1834)  0.542
H (1.7515, 1.6822, -0.9978)  0.417
H (3.8537, 2.8700, -0.5350)  0.474
H (0.4742, 3.2767, -3.2369)  0.398
H (0.4056, 3.3598, -5.7168)  0.446
H (-0.7476, 1.5233, -6.9614)  0.430
H (-1.7856, -0.3233, -5.6565)  0.483
C (0.1728, -2.9944, -0.5463)  -0.751
N (0.7143, -4.1266, -1.2356)  0.163
C (-0.2699, -4.6460, -2.1893)  -0.756
N (-0.6197, -3.6249, -3.1739)  0.130
C (-1.1881, -2.4863, -2.5096)  -0.684
N (-0.2073, -1.8740, -1.5206)  2.057
C (1.0623, -1.5307, -2.2840)  -1.164
N (1.5936, -2.6819, -2.9559)  0.189
C (1.9168, -3.7196, -1.9707)  -0.635
C (0.5896, -3.2091, -3.8881)  -0.697
H (0.9099, -2.5881, 0.1408)  0.099
H (-0.7309, -3.2705, -0.0019)  0.359
H (-1.1674, -4.9549, -1.6514)  0.336
H (0.1467, -5.5136, -2.6983)  0.336
H (-2.0721, -2.7816, -1.9385)  0.516
H (-1.4474, -1.7088, -3.2228)  -0.193
H (1.7819, -1.1536, -1.5521)  0.242
H (0.8123, -0.7547, -3.0076)  0.384
H (2.6623, -3.3405, -1.2703)  0.337
H (2.3299, -4.5842, -2.4871)  0.354
H (1.0096, -4.0650, -4.4139)  0.349
H (0.3350, -2.4384, -4.6171)  0.336



Density functional theory data (ωB97M-V with the def2-TZVPD basis set) for C30H39AuBrFN2Si as an isolated structure.

- net charge = 0
- maximum force (Eh/bohr) = 0.0144
- energy (Ha) = -4375.07727

Last column: Mulliken charge in e.
Element x y z (Å)
Au (-0.0626, 0.0225, -0.0150)  1.128
N (-0.6547, -7.4311, -0.1320)  -0.543
C (-0.5696, -6.2901, -0.0209)  -0.113
C (-0.4586, -4.8615, 0.1118)  0.503
C (-1.6059, -4.0714, 0.1328)  -0.729
C (-1.4906, -2.6941, 0.2296)  -0.406
C (-0.2417, -2.0788, 0.3135)  -0.104
C (0.8933, -2.8885, 0.3279)  -0.068
C (0.7945, -4.2676, 0.2204)  -0.757
H (-2.5784, -4.5413, 0.0624)  0.457
H (-2.3965, -2.0957, 0.2398)  0.453
H (1.8786, -2.4441, 0.4304)  0.389
H (1.6810, -4.8883, 0.2221)  0.472
F (0.2351, -0.2902, 6.1114)  -0.373
C (0.1868, -0.2514, 4.7661)  0.483
C (-1.0208, -0.0026, 4.1461)  -0.824
C (-1.0601, 0.0447, 2.7604)  0.236
C (0.0956, -0.1351, 2.0086)  -0.725
C (1.2862, -0.4168, 2.6613)  0.623
C (1.3414, -0.4761, 4.0469)  -0.875
H (-1.9105, 0.1508, 4.7421)  0.434
H (-2.0090, 0.2303, 2.2715)  0.388
H (2.1910, -0.6063, 2.0975)  0.345
H (2.2665, -0.6858, 4.5670)  0.436
C (-2.1723, 2.9137, -1.4070)  -1.720
C (-1.1334, 3.6298, -0.5300)  2.488
C (-0.8296, 4.9803, -1.1945)  -1.784
C (-1.8485, 3.9082, 0.8004)  -2.106
Si (0.4374, 2.4969, -0.2375)  -1.906
C (1.4578, 3.2213, 1.2905)  2.652
C (1.7669, 4.7274, 1.1949)  -1.915
C (2.8050, 2.4877, 1.3759)  -1.932
C (0.7874, 3.0334, 2.6647)  -2.088
C (1.5886, 2.5914, -1.8283)  2.934
C (2.4354, 3.8672, -1.9588)  -2.027
C (0.7651, 2.5059, -3.1196)  -1.971
C (2.5450, 1.3845, -1.8497)  -1.644
H (-3.0664, 3.5388, -1.5109)  0.601
H (-2.4861, 1.9739, -0.9416)  0.182
H (-1.7946, 2.7178, -2.4129)  0.331
H (-1.7567, 5.5632, -1.2640)  0.535
H (-0.4477, 4.8653, -2.2078)  0.311
H (-0.1117, 5.5769, -0.6357)  0.246
H (-2.8290, 4.3552, 0.5957)  0.619
H (-1.3042, 4.6082, 1.4251)  0.367
H (-2.0138, 2.9938, 1.3779)  0.270
H (2.2825, 5.0132, 0.2818)  0.311
H (2.4153, 5.0027, 2.0361)  0.558
H (0.8692, 5.3364, 1.2807)  0.286
H (3.4579, 2.6997, 0.5333)  0.384
H (2.6745, 1.4025, 1.4350)  0.094
H (3.3338, 2.8025, 2.2836)  0.570
H (-0.0733, 3.6785, 2.8012)  0.316
H (1.5127, 3.3053, 3.4417)  0.561
H (0.4690, 2.0134, 2.8578)  0.530
H (1.8203, 4.7683, -1.9491)  0.312
H (2.9687, 3.8467, -2.9180)  0.573
H (3.1876, 3.9666, -1.1794)  0.366
H (0.1418, 3.3859, -3.2798)  0.344
H (0.1250, 1.6282, -3.1439)  0.048
H (1.4475, 2.4327, -3.9759)  0.606
H (3.1664, 1.3147, -0.9602)  0.172
H (3.2135, 1.4567, -2.7172)  0.549
H (1.9953, 0.4451, -1.9445)  0.164
Br (1.7016, -3.0885, -4.5523)  -0.159
C (0.3686, -1.9213, -3.9219)  -0.465
C (-0.7058, -1.5664, -4.7152)  -0.284
C (-1.6553, -0.7209, -4.1722)  -0.770
C (-1.4887, -0.2493, -2.8824)  -0.547
N (-0.4407, -0.5899, -2.1261)  0.553
C (0.4671, -1.4254, -2.6345)  -0.249
H (-0.8003, -1.9483, -5.7225)  0.458
H (-2.5225, -0.4143, -4.7410)  0.485
H (-2.2167, 0.4071, -2.4321)  0.347
H (1.2874, -1.7190, -1.9975)  0.615



no.,E_HOMO (eV),frontier orbital gap (eV),E_LUMO (eV)
1,-2.33,5.864,3.539
2,-14.12,5.994,-8.126
3,-7.69,7.211,-0.475